{
  "formula": "C84H68AsBrGeMoN4OP2S",
  "method": "ωB97M-V/def2-TZVPD",
  "e_homo_ev": [-6.326, -6.141],
  "e_above_lowest_kcal_mol": 13.2,
  "gap_ev": [6.421, 5.538],
  "multiplicity": 3,
  "mol_weight_g_mol": 1566.9,
  "e_tot_ha": -11571.646924,
  "e_lumo_ev": [0.096, -0.603],
  "largest_force_ev_per_a": 2.372,
  "species": ["Mo", "Br", "C", "C", "C", "C", "C", "C", "N", "N", "C", "C", "C", "C", "O", "C", "N", "C", "C", "C", "C", "H", "H", "H", "H", "H", "H", "H", "H", "H", "S", "C", "C", "C", "C", "C", "C", "As", "C", "C", "C", "C", "C", "C", "C", "C", "C", "C", "C", "C", "H", "H", "H", "H", "H", "H", "H", "H", "H", "H", "H", "H", "H", "H", "C", "N", "C", "P", "C", "C", "C", "C", "C", "C", "C", "C", "C", "C", "C", "C", "C", "C", "C", "C", "C", "C", "P", "C", "C", "C", "C", "C", "C", "C", "C", "C", "C", "C", "C", "H", "H", "H", "H", "H", "H", "H", "H", "H", "H", "H", "H", "H", "H", "H", "H", "H", "H", "H", "H", "H", "H", "H", "H", "H", "H", "H", "H", "H", "C", "Ge", "C", "C", "C", "C", "C", "C", "C", "C", "C", "C", "C", "C", "C", "C", "C", "C", "C", "C", "H", "H", "H", "H", "H", "H", "H", "H", "H", "H", "H", "H", "H", "H", "H", "H"],
  "positions_angstrom": [[0.812, 0.347, -0.538], [-6.607, -1.650, 7.247], [-6.095, -0.254, 6.050], [-6.102, -0.497, 4.687], [-5.701, 0.497, 3.821], [-5.355, 1.768, 4.307], [-5.395, 1.996, 5.689], [-5.732, 0.983, 6.560], [-5.223, 2.823, 3.434], [-4.468, 2.914, 2.458], [-3.341, 2.162, 2.258], [-2.516, 1.746, 3.313], [-1.287, 1.197, 3.066], [-0.876, 0.935, 1.742], [0.265, 0.399, 1.496], [-1.740, 1.315, 0.675], [-1.282, 0.949, -0.633], [-1.865, 1.713, -1.723], [-3.318, 2.201, -1.599], [-3.736, 2.561, -0.172], [-2.920, 1.978, 0.921], [-6.412, -1.459, 4.309], [-5.693, 0.314, 2.756], [-5.140, 2.972, 6.072], [-5.729, 1.152, 7.627], [-2.831, 1.945, 4.328], [-0.604, 0.964, 3.870], [-1.698, 1.155, -2.650], [-4.059, 1.705, -2.215], [-4.794, 2.418, 0.034], [0.934, 0.458, -3.027], [1.270, 2.106, -3.458], [0.912, 2.625, -4.653], [1.340, 3.935, -5.057], [2.231, 4.638, -4.345], [2.816, 4.102, -3.085], [2.122, 2.856, -2.493], [1.199, 2.914, -0.689], [2.072, 4.540, 0.017], [1.756, 5.713, -0.675], [2.411, 6.899, -0.403], [3.376, 6.947, 0.589], [3.653, 5.807, 1.322], [3.017, 4.610, 1.031], [-0.501, 3.744, -0.867], [-1.408, 3.201, -1.906], [-2.877, 3.651, -1.853], [-3.365, 4.073, -0.456], [-2.350, 4.667, 0.441], [-1.025, 4.410, 0.257], [0.310, 2.034, -5.328], [0.927, 4.335, -5.973], [2.549, 5.623, -4.656], [2.948, 4.906, -2.354], [0.976, 5.687, -1.434], [2.181, 7.786, -0.976], [3.904, 7.866, 0.794], [4.380, 5.843, 2.120], [3.261, 3.725, 1.601], [-0.960, 3.327, -2.902], [-3.226, 4.245, -2.693], [-4.264, 4.686, -0.485], [-2.694, 5.219, 1.303], [-0.310, 4.782, 0.992], [3.198, -2.392, 0.278], [4.434, -1.922, -0.265], [4.366, -0.639, -0.887], [3.159, 0.566, -0.155], [3.574, 0.719, 1.610], [4.573, -0.001, 2.262], [4.661, 0.035, 3.643], [3.773, 0.791, 4.389], [2.786, 1.522, 3.748], [2.686, 1.482, 2.371], [3.962, 1.990, -0.955], [4.962, 2.725, -0.447], [5.655, 3.705, -1.256], [5.320, 3.943, -2.527], [4.149, 3.295, -3.173], [3.492, 2.157, -2.365], [5.441, -2.804, -0.644], [6.283, -2.537, -1.729], [7.286, -3.420, -2.079], [7.490, -4.585, -1.363], [6.677, -4.847, -0.273], [5.674, -3.972, 0.091], [1.558, -1.953, -0.540], [1.583, -2.859, -2.123], [0.354, -2.996, -2.766], [0.269, -3.556, -4.024], [1.423, -3.961, -4.677], [2.648, -3.842, -4.043], [2.733, -3.304, -2.769], [0.754, -3.124, 0.595], [0.896, -4.496, 0.403], [0.593, -5.367, 1.433], [0.139, -4.882, 2.650], [-0.019, -3.520, 2.837], [0.304, -2.641, 1.816], [3.050, -1.992, 1.300], [3.212, -3.484, 0.335], [4.021, -0.726, -1.939], [5.363, -0.176, -0.878], [5.271, -0.597, 1.695], [5.424, -0.542, 4.142], [3.848, 0.821, 5.466], [2.084, 2.112, 4.319], [1.889, 2.034, 1.879], [5.309, 2.567, 0.567], [6.501, 4.209, -0.812], [5.873, 4.655, -3.121], [4.376, 3.003, -4.203], [3.502, 1.181, -2.872], [6.146, -1.645, -2.320], [7.913, -3.190, -2.927], [8.268, -5.275, -1.650], [6.839, -5.740, 0.312], [5.075, -4.190, 0.962], [-0.539, -2.671, -2.253], [-0.694, -3.671, -4.501], [1.367, -4.363, -5.678], [3.549, -4.169, -4.541], [3.701, -3.250, -2.291], [1.252, -4.876, -0.546], [0.730, -6.429, 1.295], [-0.091, -5.574, 3.446], [-0.377, -3.144, 3.783], [0.252, -1.572, 1.970], [-1.168, -0.450, -0.820], [-2.705, -1.610, -0.147], [-2.545, -3.470, -0.872], [-2.155, -4.490, -0.016], [-2.059, -5.797, -0.455], [-2.388, -6.116, -1.761], [-2.826, -5.119, -2.615], [-2.891, -3.809, -2.174], [-4.256, -0.889, -1.200], [-5.492, -0.660, -0.611], [-6.571, -0.211, -1.353], [-6.442, 0.010, -2.712], [-5.225, -0.234, -3.323], [-4.148, -0.672, -2.571], [-3.405, -2.090, 1.673], [-4.467, -2.985, 1.591], [-5.047, -3.523, 2.722], [-4.561, -3.177, 3.972], [-3.512, -2.281, 4.068], [-2.937, -1.740, 2.927], [-1.260, -0.669, -1.894], [-1.937, -4.256, 1.016], [-1.729, -6.568, 0.226], [-2.327, -7.138, -2.108], [-3.112, -5.362, -3.629], [-3.237, -3.042, -2.853], [-5.604, -0.837, 0.450], [-7.519, -0.031, -0.870], [-7.275, 0.384, -3.289], [-5.114, -0.065, -4.385], [-3.195, -0.808, -3.064], [-4.837, -3.271, 0.616], [-5.875, -4.210, 2.629], [-5.003, -3.605, 4.860], [-3.139, -1.999, 5.042], [-2.122, -1.040, 3.031]],
  "forces_ev_per_angstrom": [[-0.96, 0.34, -0.25], [0.06, 0.14, -0.14], [-0.08, -0.13, 0.17], [-0.11, -0.10, 0.25], [0.06, 0.52, -0.04], [0.10, -1.56, 0.95], [0.18, 0.18, -0.44], [-0.05, -0.32, 0.07], [-0.54, 1.38, -0.77], [-0.85, 1.12, -0.03], [1.33, -1.35, -0.04], [-0.32, 0.37, -0.16], [0.19, -0.02, -0.21], [-0.58, 0.46, 0.31], [0.33, -0.35, 0.16], [0.11, -0.09, 1.04], [-0.16, 0.63, 0.10], [-0.12, 0.32, -0.91], [-0.31, -0.47, -0.13], [-0.16, 0.01, 0.09], [-0.32, -0.22, 0.35], [0.00, 0.04, -0.01], [0.01, 0.01, -0.09], [-0.02, 0.13, -0.01], [-0.02, 0.01, 0.03], [0.05, -0.01, 0.07], [0.05, -0.12, 0.03], [0.03, 0.11, 0.30], [0.04, 0.03, 0.13], [0.03, 0.08, -0.15], [0.14, -0.55, 0.21], [-0.40, -0.12, -0.57], [0.06, -0.48, 0.61], [0.35, 0.62, 0.00], [-0.21, 0.16, -0.12], [0.13, 0.28, -0.06], [-0.34, 0.25, 0.01], [0.38, 0.85, -0.73], [0.03, -0.02, 0.04], [-0.29, -0.18, -0.01], [0.04, 0.11, 0.01], [-0.03, -0.01, 0.02], [0.10, -0.01, 0.08], [-0.13, -0.28, 0.05], [-0.74, -0.38, 0.28], [0.32, 0.23, -0.23], [0.03, 0.45, -0.17], [-0.10, 0.23, -0.01], [-0.21, -0.02, -0.12], [0.75, 0.44, -0.11], [-0.06, -0.09, -0.04], [0.05, 0.12, -0.06], [-0.03, 0.11, -0.12], [0.00, -0.23, -0.21], [0.21, 0.06, 0.05], [-0.07, 0.06, -0.04], [0.02, 0.09, 0.04], [0.07, -0.02, 0.06], [0.09, 0.08, -0.01], [-0.13, -0.06, 0.27], [-0.02, -0.01, -0.04], [-0.03, -0.04, -0.03], [0.06, 0.04, 0.14], [-0.21, -0.07, -0.05], [-0.18, -0.24, 0.39], [-0.02, 0.10, -0.06], [0.18, 0.11, -0.46], [2.05, 0.16, 0.46], [-0.26, -0.05, 0.01], [-0.02, 0.11, -0.13], [0.16, -0.06, 0.09], [-0.07, 0.09, 0.01], [0.08, 0.07, 0.04], [-0.11, 0.16, -0.04], [0.40, -0.01, 0.11], [-0.61, -0.72, -0.01], [0.32, 0.37, -0.42], [0.04, 0.04, 0.09], [0.10, 0.03, -0.05], [0.32, -0.29, -0.06], [0.24, -0.05, 0.07], [-0.20, 0.19, 0.03], [0.12, -0.11, 0.01], [0.08, -0.01, -0.10], [0.01, -0.04, 0.00], [-0.14, -0.02, 0.04], [0.01, -0.49, -0.14], [0.01, 0.14, -0.07], [0.10, 0.05, 0.18], [-0.03, -0.02, -0.06], [0.04, 0.00, -0.03], [0.07, -0.06, -0.14], [-0.13, 0.05, 0.23], [-0.05, -0.07, 0.07], [-0.03, 0.04, 0.07], [0.14, -0.08, -0.01], [-0.05, -0.02, 0.04], [-0.03, -0.17, 0.08], [0.01, 0.08, -0.04], [-0.03, -0.31, -0.17], [-0.02, 0.26, 0.03], [0.18, 0.17, 0.11], [-0.29, -0.01, -0.03], [0.05, -0.12, -0.06], [0.12, -0.04, 0.04], [0.02, -0.07, 0.09], [-0.05, 0.07, 0.05], [0.16, -0.22, 0.18], [-0.07, -0.03, 0.10], [0.05, 0.12, 0.02], [0.14, 0.12, 0.01], [-0.06, 0.02, 0.09], [-0.08, 0.28, 0.09], [-0.04, 0.09, -0.07], [0.07, 0.03, -0.11], [0.07, -0.05, 0.01], [-0.02, -0.10, 0.08], [-0.06, 0.00, 0.09], [-0.06, -0.01, -0.07], [-0.08, 0.02, -0.02], [0.00, -0.07, -0.06], [0.06, -0.03, -0.03], [0.05, 0.07, 0.01], [0.02, -0.05, -0.05], [-0.03, -0.13, -0.05], [-0.03, -0.05, 0.11], [-0.04, 0.06, 0.08], [-0.06, 0.08, 0.02], [-0.96, -2.16, -0.17], [-0.12, -0.29, -0.29], [0.04, 0.51, 0.19], [-0.03, 0.13, 0.07], [-0.06, -0.15, 0.02], [-0.06, -0.07, -0.03], [0.04, -0.07, -0.18], [-0.13, 0.20, -0.10], [0.50, -0.20, 0.36], [0.08, 0.02, 0.22], [-0.19, 0.10, 0.04], [-0.02, 0.03, 0.01], [0.01, -0.04, -0.17], [0.19, -0.10, -0.06], [0.39, 0.41, -0.70], [-0.12, 0.06, -0.25], [-0.11, -0.07, 0.11], [0.11, -0.16, 0.00], [0.11, -0.06, 0.15], [0.11, 0.13, 0.04], [0.12, 0.07, 0.23], [0.11, -0.04, 0.09], [0.00, -0.08, 0.06], [0.02, -0.08, -0.01], [-0.01, 0.00, -0.06], [-0.03, 0.01, -0.11], [-0.11, 0.04, 0.10], [-0.12, 0.04, 0.10], [-0.09, -0.03, -0.04], [0.06, 0.01, -0.08], [0.09, -0.06, -0.10], [-0.10, -0.12, -0.08], [-0.06, -0.09, -0.01], [-0.03, 0.01, 0.12], [0.04, 0.06, 0.09], [0.04, -0.04, -0.02]]
}